A 2-piece molecular cluster, C4H12NOSe overall at a distorted geometry, computed with the ωB97M-V functional and the def2-TZVPD basis.

Summary:
- HOMO (eV) = -12.13
- DFT total energy (eV) = -73215.745
- total charge = +1

Geometry as XYZ:
```
19
Properties=species:S:1:pos:R:3:forces:R:3:lowdin_charge:R:1
C -2.186440 -2.467619 -0.041093 2.5595 -0.9101 -0.8081 0.095
C -1.789467 -1.330740 -0.588672 -0.6841 -3.1727 2.1119 -0.223
C -0.275881 0.069025 -1.547287 -1.1645 3.7455 -0.5420 -0.239
C 0.939566 3.447323 0.685671 -3.8435 -0.9750 -4.5376 -0.273
N 1.748041 -1.101725 0.830765 0.7379 2.4167 2.8365 0.281
O -0.486615 -1.086230 -0.864431 1.4519 1.0438 -1.6811 -0.189
Se -0.032568 1.605869 0.311475 -0.3064 -1.0855 -0.0754 0.753
H -1.507289 -3.317931 0.039325 0.1579 0.2382 -0.0980 0.079
H -3.118027 -2.714421 0.348225 -1.7526 0.3654 0.2561 0.055
H -2.439968 -0.563884 -0.521152 -1.6817 3.0384 -0.5406 0.089
H 0.003419 4.060313 0.643073 1.6597 0.0284 -0.0090 0.033
H -1.107822 0.568170 -2.181708 0.7133 -1.3468 1.7201 0.125
H 0.594882 0.317833 -2.134163 0.8391 -1.2666 0.4814 0.065
H 1.661825 3.429596 -0.100155 0.4064 1.0075 -0.2728 0.001
H 1.276807 3.178010 1.576741 1.5726 -0.5645 3.9236 -0.068
H 1.513357 -1.487352 1.742689 0.7097 -1.1156 0.0173 0.152
H 2.553460 -1.440874 0.313667 0.0332 -0.1479 0.3117 0.160
H 0.894928 -1.100154 0.354973 -1.8992 -0.4867 -1.9077 0.015
H 1.757792 -0.065210 1.132058 0.4909 -0.8125 -1.1864 0.089
```
Positions in Å, forces in eV/Å.

---

An isolated ion of composition C4H12NS and charge +1, computed with the ωB97M-V functional and the def2-TZVPD basis.

Summary:
- SMILES string = CSCCC[NH3+]
- HOMO (eV) = -12.36
- DFT total energy (eV) = -16661.394
- total charge = +1

Geometry as XYZ:
```
18
Properties=species:S:1:pos:R:3:forces:R:3:lowdin_charge:R:1
C -2.411622 -1.326460 -0.663995 -0.0735 0.0466 -0.2584 -0.390
S -0.808032 -1.002326 0.084105 0.4253 -0.0535 0.0059 0.788
C -0.180998 0.368549 -0.949929 -0.2479 0.0451 0.3946 -0.469
C 0.331515 1.531015 -0.097197 -0.0208 0.5481 -0.0478 -0.257
C 1.796363 1.431791 0.256485 0.0559 -0.3100 0.4023 -0.139
N 1.998757 0.238986 1.187835 0.7464 -0.1587 -0.3378 0.188
H -2.685114 -2.355325 -0.462107 0.0212 -0.1155 0.1474 0.039
H -3.153322 -0.660090 -0.237090 -0.1206 0.0368 -0.1197 0.042
H -2.343777 -1.215902 -1.748828 -0.0308 0.0421 0.1792 0.049
H -1.001633 0.697193 -1.584810 0.0742 0.0047 -0.0038 0.084
H 0.621438 -0.004080 -1.583080 -0.0322 -0.0083 -0.2389 0.077
H -0.234435 1.634998 0.834127 -0.1019 -0.1737 -0.0654 0.113
H 0.177507 2.495133 -0.591598 0.1577 -0.1608 -0.2114 0.130
H 2.165100 2.296274 0.793604 -0.0604 0.1889 0.1003 0.132
H 2.463030 1.241776 -0.581165 -0.1162 0.0688 -0.1756 0.137
H 2.921320 0.262761 1.629554 -0.1298 0.1820 0.1602 0.174
H 2.010460 -0.623498 0.638255 -0.4530 -0.1402 0.1056 0.147
H 1.277435 0.171128 1.907643 -0.0936 -0.0423 -0.0367 0.155
```
Positions in Å, forces in eV/Å.

---

An isolated ion of composition C4H12NS2 and charge +1 at a distorted geometry, computed with the ωB97M-V functional and the def2-TZVPD basis.

Summary:
- SMILES string = CSSC[C@@H](C)[NH3+]
- HOMO (eV) = -12.99
- DFT total energy (eV) = -27496.775
- total charge = +1

Geometry as XYZ:
```
19
Properties=species:S:1:pos:R:3:forces:R:3:lowdin_charge:R:1
C 2.643370 -2.228311 -0.658914 -0.4701 -0.6165 0.1816 -0.405
S 1.732919 -1.615573 0.803756 -0.0164 -0.0256 -0.2312 0.476
S 1.899713 0.407331 0.668962 -0.1687 0.2895 0.1318 0.541
C 0.405496 1.120768 -0.192316 1.1811 -0.9120 1.7264 -0.458
C -0.881206 1.021019 0.604088 -0.5286 -1.6617 -1.4195 -0.360
C -2.024944 1.729435 -0.116906 -0.5426 0.2089 1.3009 -0.036
N -1.285659 -0.500778 0.555795 0.0919 0.9413 -0.7503 0.173
H 2.013496 -2.975515 -1.144941 -0.0017 0.1745 -0.1043 0.035
H 2.859911 -1.409476 -1.333963 0.1215 0.0296 0.0103 0.032
H 3.531541 -2.751396 -0.313016 0.1542 0.3032 -0.0211 0.038
H 0.801181 2.135106 -0.134176 -0.5417 0.2677 -0.9114 0.083
H 0.300386 0.626704 -1.157249 0.0432 0.6890 -0.2828 0.095
H -0.788689 1.141759 1.672685 0.1657 0.8344 0.1432 0.146
H -2.964338 1.237222 0.162038 -0.0234 0.0683 -0.2395 0.091
H -2.152255 2.735720 0.273910 0.2241 0.2208 -0.2357 0.099
H -1.929428 1.751208 -1.200159 0.1750 -0.0736 0.0347 0.099
H -2.055592 -0.645963 1.205993 0.2962 -0.4031 0.2654 0.164
H -0.437247 -1.093442 0.679614 -0.3015 -0.2063 0.3472 0.026
H -1.668657 -0.685819 -0.375203 0.1421 -0.1287 0.0542 0.160
```
Positions in Å, forces in eV/Å.

---

C4H12NS2 as an isolated structure at a distorted geometry, computed with the ωB97M-V functional and the def2-TZVPD basis.

Summary:
- HOMO (eV) = -12.69
- DFT total energy (eV) = -27487.640
- total charge = +1

Geometry as XYZ:
```
19
Properties=species:S:1:pos:R:3:forces:R:3:lowdin_charge:R:1
N 1.363287 3.285644 -1.548251 -3.4050 3.4377 3.6009 -0.200
C -0.760174 -0.060919 2.039191 0.3212 -2.1861 1.9899 -0.248
C -2.176403 0.370684 1.759958 1.0966 -3.1941 -0.5032 -0.053
C -0.209900 -1.416196 2.282135 -1.2131 2.6904 0.4569 -0.164
S 0.058414 -1.056415 0.059627 1.5060 3.2107 0.6080 0.455
S -0.205376 -1.706516 -1.641844 0.1574 -1.2162 -4.5247 0.465
C 1.539234 -1.827073 -2.807934 -0.7136 -1.5218 1.9527 -0.213
H 0.979120 2.656303 -2.373260 -0.0590 1.4327 2.9060 -0.014
H 1.027542 3.090242 -0.227444 0.9187 -0.2911 -5.5379 0.123
H 0.700070 4.397183 -1.494387 2.5256 -4.5938 -0.9677 0.107
H -0.044190 0.749911 2.142513 0.3533 -0.1372 -0.0655 0.114
H -2.462752 1.212650 2.368701 -0.0383 0.2587 0.1737 0.097
H -2.619540 -0.612332 2.054277 -1.0969 1.2435 -0.4000 0.106
H -2.355472 0.557270 0.667532 0.2000 0.0031 0.9073 0.112
H 0.639940 -1.464183 2.956513 0.4602 0.2014 -0.6337 0.077
H -0.769093 -2.340267 2.289194 -0.7622 0.2516 -0.1117 0.070
H 2.166836 -0.850835 -3.014972 -1.9963 -1.8833 0.2770 0.095
H 1.198727 -2.616435 -3.609499 0.9222 2.0637 1.3632 0.076
H 1.929729 -2.368716 -1.902048 0.8232 0.2301 -1.4912 -0.005
```
Positions in Å, forces in eV/Å.

---

A 2-piece molecular cluster, C4H12NS2 overall at a distorted geometry, computed with the ωB97M-V functional and the def2-TZVPD basis.

Summary:
- multiplicity = 2
- HOMO (alpha / beta) (eV) = -16.43 / -16.27
- DFT total energy (eV) = -27480.810
- total charge = +2

Geometry as XYZ:
```
19
Properties=species:S:1:pos:R:3:forces:R:3:lowdin_charge:R:1
N -2.984576 -0.864869 -2.474589 -0.1558 0.7658 -0.6467 -0.004
C 1.446159 -1.461746 -0.624875 3.7054 -1.1965 -1.4697 -0.276
C 1.609419 -1.490959 -2.078186 -0.2815 1.4851 -0.9932 -0.012
C 2.037795 -0.479386 0.209026 -1.1060 0.4044 1.1803 -0.096
S -0.046467 -0.239902 0.323897 -1.1988 -0.4990 1.0809 0.781
S -0.021039 1.624850 1.039928 1.1308 0.9231 -0.3185 0.782
C -0.893238 1.849096 2.596524 -0.6269 -0.5525 -0.2876 -0.286
H -3.802697 -0.450532 -2.027987 0.0284 -0.2362 0.2151 0.018
H -2.619766 -0.066749 -2.999018 0.2206 0.0317 0.1931 0.009
H -3.394837 -1.386328 -3.250877 0.0759 -0.4767 0.3188 0.028
H 1.456249 -2.462417 -0.185540 -1.4382 0.1443 0.5485 0.168
H 0.688351 -1.363991 -2.667083 -0.1821 -0.2294 0.2237 0.134
H 2.049058 -2.414504 -2.465602 -0.2094 -0.3791 0.5744 0.140
H 2.253905 -0.668149 -2.400345 -0.1152 0.0670 0.0380 0.118
H 2.239118 -0.778833 1.231886 0.1077 -0.0913 0.0877 0.118
H 2.484258 0.475782 -0.056132 -0.1182 -0.1320 -0.7334 0.126
H -1.940016 1.558355 2.491219 -0.0275 0.0493 0.0949 0.083
H -0.796396 2.934283 2.714847 0.0226 -0.0399 0.0009 0.082
H -0.418261 1.301072 3.412097 0.1680 -0.0379 -0.1072 0.088
```
Positions in Å, forces in eV/Å.

---

A 2-piece molecular cluster, C4H12O overall at a distorted geometry, computed with the ωB97M-V functional and the def2-TZVPD basis.

Summary:
- SMILES string = CCCC.O
- HOMO (eV) = -10.89
- DFT total energy (eV) = -6389.797
- total charge = 0

Geometry as XYZ:
```
17
Properties=species:S:1:pos:R:3:forces:R:3:lowdin_charge:R:1
C -2.856857 -1.132421 -0.146312 0.3923 -0.3040 1.5827 -0.114
C -2.001581 0.092960 0.095258 1.5376 -0.0662 0.0601 -0.278
C -0.984763 -0.006021 1.279188 -1.8911 -0.1705 -0.2308 -0.279
C 0.021929 1.117048 1.222507 0.4467 0.4903 0.8087 -0.129
H -3.702270 -1.145201 0.524654 -0.3947 0.1227 0.3750 0.066
H -3.270648 -1.242369 -1.112486 -0.1429 0.0554 -1.2183 0.052
H -2.304478 -2.032269 0.129292 0.1295 -0.1219 -0.3533 0.071
H -1.350200 0.310490 -0.757682 -0.5315 0.1598 -0.3427 0.102
H -2.605604 0.953678 0.362310 -0.1568 0.3025 -0.5360 0.101
H -1.673952 0.082314 2.125830 0.5998 -0.0100 0.5111 0.103
H -0.544768 -0.999734 1.335037 0.2303 -0.0003 -0.0840 0.100
H -0.398792 2.040960 0.822610 -0.0828 -0.1583 -0.3880 0.072
H 0.363873 1.434450 2.211465 0.0092 -0.3117 0.1394 0.067
H 0.932613 0.851792 0.686801 -0.1442 0.0115 -0.3241 0.067
O 4.966014 -0.141035 -2.183929 -0.1169 -0.1160 -0.0304 -0.059
H 5.415021 0.642739 -1.859524 -0.0015 0.0828 0.0490 0.029
H 4.060062 -0.071563 -1.863412 0.1167 0.0339 -0.0182 0.030
```
Positions in Å, forces in eV/Å.